Entry 1:
Formula: H24O12
Source: the OMol25 dataset
Level of theory: the ωB97M-V functional and the def2-TZVPD basis

Each line ends with the Löwdin charge.
Cartesian coordinates (Å):
O  3.60  -1.81  -0.32  -0.051
H  4.15  -2.59  -0.29  0.037
H  3.69  -1.63  0.64  0.061
O  -0.52  -0.03  1.21  -0.087
H  -0.30  0.95  1.08  0.099
H  -0.08  -0.45  0.45  0.040
O  2.60  1.73  -1.44  -0.075
H  2.34  0.77  -1.43  0.058
H  3.04  1.49  -0.61  0.052
O  -2.58  -0.91  -0.26  -0.048
H  -3.41  -0.77  0.26  0.069
H  -1.99  -0.83  0.43  -0.085
O  -0.19  -2.96  1.56  -0.017
H  -1.03  -3.39  1.37  0.077
H  -0.22  -2.74  2.49  0.052
O  -0.51  -0.43  4.52  -0.052
H  0.21  -0.63  5.11  0.032
H  -0.23  -0.89  3.71  0.001
O  -4.15  2.52  -1.14  -0.137
H  -3.68  3.35  -0.76  0.063
H  -3.91  2.60  -2.07  0.023
O  0.05  -2.23  -2.06  -0.093
H  0.66  -2.91  -1.66  0.051
H  -0.60  -2.70  -2.61  0.048
O  0.86  3.92  -0.05  -0.059
H  -0.06  3.76  -0.23  -0.023
H  1.39  3.97  -0.85  0.028
O  2.11  -4.13  0.69  -0.117
H  1.23  -3.77  1.08  0.020
H  2.82  -3.49  0.55  -0.031
O  -1.99  3.39  -1.29  -0.099
H  -1.59  2.60  -0.85  0.049
H  -1.45  3.53  -2.07  0.069
O  -0.01  1.76  -1.46  -0.098
H  -0.87  1.28  -1.49  0.070
H  0.61  1.66  -2.21  0.072

Output
electronic energy	-24957.4703	eV
LUMO energy	-0.19	eV
frontier orbital gap	0.3671	hartree
SMILES	O.O.O.O.O.O.O.O.O.O.O.O
highest occupied orbital energy	-10.18	eV

---

Entry 2:
Formula: C33H34BrClI2N2O2PReSe3Si
Source: the OMol25 dataset
Level of theory: the ωB97M-V functional and the def2-TZVPD basis

Each line ends with the Mulliken spin population.
Cartesian coordinates (Å):
Re  0.48  0.60  -0.56  0.847
Se  0.34  1.06  1.99  -0.021
P  2.48  0.61  2.04  -0.006
Se  2.96  0.31  -0.07  0.026
C  2.87  -0.84  3.05  -0.001
C  2.01  -1.25  4.07  -0.001
C  2.34  -2.35  4.84  0.000
C  3.52  -3.05  4.60  0.000
C  4.37  -2.64  3.59  0.001
C  4.05  -1.54  2.80  0.002
C  3.42  1.98  2.72  0.007
C  4.15  1.87  3.91  -0.001
C  4.82  2.97  4.40  0.001
C  4.77  4.18  3.72  -0.001
C  4.05  4.29  2.54  0.000
C  3.37  3.20  2.04  -0.004
H  1.09  -0.71  4.25  0.001
H  1.67  -2.67  5.64  0.000
H  3.77  -3.90  5.21  0.000
H  5.29  -3.18  3.40  0.000
H  4.71  -1.23  2.01  -0.002
H  4.19  0.93  4.44  0.000
H  5.39  2.89  5.32  0.000
H  5.30  5.04  4.11  0.000
H  4.01  5.24  2.01  0.000
H  2.81  3.28  1.12  0.003
Cl  -3.70  6.10  -0.62  -0.002
C  -2.35  5.03  -0.70  -0.017
C  -1.08  5.54  -0.79  0.011
C  0.04  4.69  -0.87  -0.035
I  1.94  5.50  -1.08  0.000
C  -0.13  3.33  -0.85  -0.003
O  0.87  2.43  -0.94  -0.052
C  -1.43  2.81  -0.71  0.027
N  -1.50  1.45  -0.63  0.036
C  -2.67  0.87  -0.52  -0.029
C  -3.86  1.61  -0.48  0.005
C  -3.82  2.97  -0.53  -0.008
C  -2.57  3.62  -0.65  0.008
H  -0.94  6.61  -0.81  0.000
H  -2.67  -0.22  -0.46  0.012
H  -4.80  1.08  -0.39  0.000
H  -4.72  3.56  -0.48  0.000
C  -1.06  -0.11  -5.72  0.001
Si  -0.26  0.96  -4.42  0.011
C  -1.34  2.40  -3.92  0.005
C  1.46  1.51  -4.90  0.003
Se  0.06  -0.51  -2.65  0.173
H  -1.22  0.47  -6.64  0.000
H  -2.02  -0.48  -5.38  0.001
H  -0.43  -0.96  -5.98  0.000
H  -1.58  3.03  -4.78  -0.001
H  -0.82  3.03  -3.19  -0.002
H  -2.27  2.05  -3.49  0.003
H  1.43  2.09  -5.83  0.000
H  2.11  0.65  -5.07  0.002
H  1.90  2.13  -4.12  -0.002
Br  -4.76  -1.79  1.26  0.000
C  -5.39  -3.15  0.08  0.000
C  -6.74  -3.45  0.12  0.000
C  -7.25  -4.43  -0.72  0.000
C  -6.41  -5.10  -1.60  0.000
C  -5.06  -4.79  -1.64  0.000
C  -4.54  -3.81  -0.79  0.000
I  -2.50  -3.39  -0.91  -0.001
H  -7.38  -2.93  0.81  0.000
H  -8.30  -4.66  -0.68  0.000
H  -6.80  -5.86  -2.26  0.000
H  -4.41  -5.31  -2.32  0.000
C  2.03  -4.22  1.17  0.002
N  1.46  -3.19  0.31  -0.005
C  1.82  -3.18  -1.10  0.002
C  0.65  -2.29  0.81  -0.001
O  0.10  -1.37  0.17  0.010
H  3.12  -4.10  1.20  0.000
H  1.78  -5.20  0.78  0.000
H  1.64  -4.12  2.18  0.000
H  2.46  -4.04  -1.29  -0.001
H  2.36  -2.27  -1.34  -0.006
H  0.93  -3.24  -1.72  -0.001
H  0.42  -2.40  1.88  -0.001

Output
electronic energy	-355949.6020	eV
2S+1	2
total charge	+1
LUMO energy (spin up / spin down)	-3.71 / -3.42	eV
frontier orbital gap (spin up / spin down)	0.2317 / 0.2423	hartree
highest occupied orbital energy (spin up / spin down)	-10.01 / -10.01	eV

---

Entry 3:
Formula: C11H15F8IO4Si
Source: the OMol25 dataset
Level of theory: the ωB97M-V functional and the def2-TZVPD basis

Each line ends with the Löwdin charge.
Cartesian coordinates (Å):
C  2.36  1.08  -0.18  -0.207
Si  2.40  1.95  -1.90  0.545
C  3.07  3.78  -1.73  -0.224
C  3.67  1.05  -3.10  -0.225
C  0.71  2.05  -2.82  -0.358
O  0.41  3.46  -3.15  -0.075
C  -1.07  3.65  -3.04  -0.221
O  -1.72  4.82  -2.94  0.037
O  -1.63  2.25  -3.02  -0.171
C  -0.67  1.61  -2.06  -0.616
I  -1.11  -0.51  -2.38  0.976
H  1.34  0.58  0.10  0.015
H  3.21  0.25  -0.09  0.064
H  2.64  1.91  0.62  0.063
H  2.36  4.38  -1.01  0.053
H  3.00  4.27  -2.81  0.061
H  4.17  3.68  -1.33  0.054
H  3.10  0.12  -3.53  0.043
H  4.65  0.77  -2.52  0.053
H  3.87  1.84  -3.96  0.057
H  0.79  1.33  -3.74  0.114
H  -0.98  2.13  -1.05  0.155
F  -0.26  -2.23  1.84  0.086
C  -1.05  -1.34  1.19  -0.335
F  -0.37  -0.16  1.20  0.053
C  -2.42  -1.18  1.84  -0.428
F  -2.31  -0.67  3.10  0.126
F  -3.13  -0.26  1.13  0.093
C  -3.26  -2.46  1.89  -0.052
O  -3.23  -3.20  3.12  0.033
C  -2.13  -4.09  3.26  -0.476
F  -1.49  -4.21  2.07  0.120
F  -2.67  -5.31  3.52  0.138
C  -1.18  -3.70  4.41  -0.264
F  -0.68  -2.45  4.24  0.087
F  -0.12  -4.54  4.47  0.095
H  -1.14  -1.65  0.15  0.054
H  -4.31  -2.15  1.80  0.153
H  -3.10  -3.11  1.02  0.147
H  -1.70  -3.72  5.37  0.176

Output
electronic energy	-57554.9087	eV
LUMO energy	-0.59	eV
frontier orbital gap	0.3612	hartree
SMILES	C[Si](C)(C)[C@@H]1OC(=O)O[C@H]1I.FC(F)C(F)(F)COC(F)(F)C(F)F
highest occupied orbital energy	-10.42	eV

---

Entry 4:
Formula: C5H13NO3
Source: the OMol25 dataset
Level of theory: the ωB97M-V functional and the def2-TZVPD basis

Each line ends with the Löwdin charge.
Cartesian coordinates (Å):
C  -1.92  -0.20  0.19  -0.543
C  -1.79  1.29  0.35  0.002
N  -1.86  -0.68  -1.07  0.181
O  -2.79  -0.84  1.00  -0.001
O  -0.52  -0.73  1.36  -0.231
H  -2.12  -0.91  1.78  0.127
H  -0.20  -1.60  1.11  0.017
H  -2.04  -1.67  -1.17  0.121
H  -1.17  -0.28  -1.69  0.086
H  -2.75  1.74  0.06  0.098
H  -1.58  1.53  1.38  0.091
H  -1.00  1.68  -0.29  0.070
C  1.88  1.19  0.33  -0.026
C  2.28  -1.12  -0.70  -0.022
C  1.57  0.21  -0.77  -0.496
O  0.78  0.47  -1.66  0.027
H  1.60  2.20  0.04  0.085
H  2.93  1.15  0.61  0.084
H  1.28  0.87  1.19  0.075
H  2.29  -1.49  0.32  0.083
H  3.31  -0.98  -1.02  0.090
H  1.80  -1.84  -1.36  0.083

Output
electronic energy	-13027.7334	eV
LUMO energy	0.77	eV
frontier orbital gap	0.3802	hartree
highest occupied orbital energy	-9.57	eV